[1]
A gas-phase ion, CIOS (charge -1) at a distorted geometry. Source: OMol25; level of theory: ωB97M-V/def2-TZVPD.

The total charge is -1. For the relative energy (zero: lowest compared OMol25 entry of this formula, charge and spin), the calculation gives 58.56 kJ/mol. Its energy is -809.32138 hartree.

```
4
Properties=species:S:1:pos:R:3:lowdin_charge:R:1
O 0.79168 1.19528 0.01499 -0.0975
C 0.37896 0.11272 0.05495 -1.2873
S 0.97283 -1.45434 -0.03139 0.3668
I -2.14348 0.14634 -0.03855 0.0181
```

---

[2]
A molecular structure, C37H19Cl12MoN3O8SSb at a distorted geometry. Source: OMol25; level of theory: ωB97M-V/def2-TZVPD.

The total charge is +1. Its energy is -8415.94447 hartree.

```
82
Properties=species:S:1:pos:R:3:lowdin_charge:R:1
Mo 0.32062 0.16092 -0.57588 1.3026
Cl 1.85532 -3.19119 -6.44384 0.7268
C 1.05685 -2.30860 -5.21693 -0.7011
C 0.96576 -2.83643 -3.92570 -0.6978
Cl 1.64323 -4.36532 -3.54966 0.7227
C 0.36830 -2.07941 -2.92800 -0.5732
Cl 0.29909 -2.65400 -1.31121 0.8256
C -0.11982 -0.78487 -3.15995 -0.4284
O -0.53598 -0.06751 -2.13280 -0.4084
C -0.04733 -0.27610 -4.46715 -0.6085
Cl -0.59063 1.31661 -4.74579 0.7777
C 0.53177 -1.03783 -5.48682 -0.6882
Cl 0.64421 -0.40193 -7.06666 0.7404
O 7.55552 -1.77349 -1.38432 0.1233
N 6.86890 -2.40460 -0.62032 -0.3568
O 7.18764 -3.40641 -0.02976 0.1214
C 5.51160 -1.91758 -0.39956 -0.0903
C 4.69582 -2.57186 0.51747 0.1487
C 3.38884 -2.11949 0.69014 -0.0429
C 2.90071 -0.99397 -0.01616 -0.2044
O 1.71973 -0.46962 0.21883 -0.4149
C 3.72621 -0.42951 -1.03644 -0.0629
C 5.04260 -0.88161 -1.18655 0.1443
N 3.22611 0.50929 -1.92534 -0.2187
O 3.95830 1.17018 -2.64494 0.1809
O 1.93560 0.59368 -2.05457 -0.0592
N 2.49959 -2.82723 1.52701 -0.2657
O 2.90888 -3.74625 2.20643 0.1518
O 1.29908 -2.48590 1.48507 -0.1332
H 5.06048 -3.42564 1.07156 0.1474
H 5.67243 -0.44330 -1.94759 0.1480
S -1.49844 -0.35603 0.72682 0.1772
Sb -1.54034 -2.43089 2.03336 1.3997
C -3.00848 -3.56837 0.94377 -0.3603
C -3.38991 -3.30757 -0.36247 -0.1307
C -4.37266 -4.08892 -0.95447 -0.0695
C -4.96601 -5.11904 -0.24270 -0.0654
C -4.58709 -5.36838 1.06786 -0.0667
C -3.60845 -4.59367 1.66275 -0.1359
C -2.80443 -1.62623 3.56391 -0.3727
C -3.91784 -0.90236 3.16381 -0.1331
C -4.76324 -0.36438 4.11918 -0.0610
C -4.48731 -0.54106 5.46503 -0.0644
C -3.39171 -1.29090 5.85819 -0.0748
C -2.54500 -1.84023 4.90861 -0.1340
C -0.31105 -3.99671 2.93720 -0.3348
C -0.34115 -5.22117 2.30108 -0.1222
C 0.34273 -6.28527 2.86775 -0.0573
C 1.05046 -6.10690 4.04326 -0.0628
C 1.08712 -4.86498 4.65352 -0.0646
C 0.41117 -3.79063 4.09494 -0.1540
H -2.93897 -2.49118 -0.91950 0.0753
H -4.67768 -3.89063 -1.97240 0.1100
H -5.72291 -5.73087 -0.70946 0.1104
H -5.05415 -6.16217 1.63044 0.1109
H -3.31419 -4.77720 2.68818 0.1037
H -4.11738 -0.75429 2.10970 0.0896
H -5.63788 0.19177 3.81954 0.1126
H -5.13185 -0.10341 6.21004 0.1106
H -3.19220 -1.44962 6.90594 0.1098
H -1.69480 -2.43685 5.21103 0.0874
H -0.88312 -5.34920 1.37265 0.1019
H 0.32937 -7.24833 2.38349 0.1128
H 1.58332 -6.93649 4.47761 0.1118
H 1.65457 -4.72106 5.56021 0.1145
H 0.49103 -2.80959 4.54239 0.0605
Cl 2.66723 1.64359 1.72509 0.7486
C 1.43260 2.66251 1.10522 -0.7105
C 0.49738 2.14741 0.19889 -0.3377
C -0.47324 3.06413 -0.21921 -0.7200
Cl -1.65693 2.44307 -1.28803 0.7468
C -0.53871 4.38612 0.20121 -0.7155
Cl -1.77626 5.42989 -0.34398 0.7247
C 0.41549 4.85144 1.11194 -0.7176
Cl 0.36334 6.46523 1.65957 0.7231
C 1.40220 3.97650 1.56986 -0.7317
Cl 2.55875 4.52133 2.70584 0.7091
Cl 0.39244 -0.42230 3.39280 0.5643
C -0.27056 0.95541 4.28958 -0.8880
Cl -1.18290 2.01451 3.19789 0.5942
H 0.56835 1.50608 4.71241 0.0419
H -0.95327 0.57463 5.04797 0.0271
```

---

Q: The lowest total charge belongs to which entry?
A: CIOS